9
Properties=species:S:1:pos:R:3 method="wB97M-V/def2-TZVPD" relative_energy_ev=3.144 e_homo_ev="-8.76 / -8.89" orbital_gap_ev="8.98 / 9.02"
C 0.95297 0.41892 0.03627
N -1.13472 -0.72779 0.27155
N -0.51627 0.32685 -0.36391
O -2.27905 -1.06203 0.06919
O -1.03327 1.14674 -1.07909
Cl 1.85719 -0.89374 -0.72734
H 1.28379 1.46718 -0.25626
H 1.29394 0.34418 1.09258
H -0.42457 -1.02030 0.95700